--- a ---
Density functional theory data (ωB97M-V/def2-TZVPD) for one molecule with the formula C4H9NO.

Geometry (Å):
H1 -2.15551 1.54380 0.37797
H2 2.14082 0.99830 0.51589
C1 1.91707 0.03235 0.04829
H3 2.47834 -0.74099 0.58320
C2 -1.87515 0.62351 -0.14132
C3 -0.41226 0.64666 -0.62266
N1 0.49633 -0.26691 0.10454
H4 2.28729 0.05175 -0.98510
O1 -1.00960 -1.89738 0.77670
H5 -2.01133 -0.22312 0.52775
H6 0.00749 1.65277 -0.49367
H7 0.94975 -1.90350 1.25136
C4 0.10575 -1.41243 0.73025
H8 -2.56664 0.46961 -0.97529
H9 -0.35236 0.42556 -1.69793

## Properties
- highest occupied orbital energy (Eh) = -0.3450
- HOMO-LUMO gap (eV) = 10.253
- SMILES string = CCN(C)C=O
- net charge = 0
- 2S+1 = 1

=====

--- b ---
Density functional theory data (ωB97M-V/def2-TZVPD) for a 2-piece molecular cluster, C4H9NO overall.

Geometry (Å):
H1 -3.14343 0.54752 2.04421
H2 -0.84211 -0.51667 0.79865
H3 -1.55781 -0.48397 -0.83657
H4 -2.50828 0.93146 1.97429
H5 0.64010 -0.72071 -1.87090
H6 -0.72025 1.88280 -1.16553
C1 0.59684 -0.63783 -0.78487
O1 -0.58967 2.02056 0.83831
H7 2.76346 -0.19664 -0.71081
N1 1.27878 -1.66367 -0.00428
C2 -0.69333 1.37375 -0.17784
C3 -0.72165 -0.13325 -0.21792
H8 1.76271 -2.31679 -0.61332
H9 1.86021 0.24617 0.82437
C4 1.87443 -0.33272 -0.09778

## Properties
- highest occupied orbital energy (Eh) = -0.3628
- HOMO-LUMO gap (eV) = 10.829
- SMILES string = O=CC[C@H]1CN1.[H][H]
- net charge = 0
- 2S+1 = 1

=====

Computed stability ranking, most favorable first: a, b

=====

--- a ---
Density functional theory data (ωB97M-V/def2-TZVPD) for one molecule with the formula C4H9NO.

Geometry (Å):
H1 0.82159 -0.43333 1.61485
H2 0.29406 1.69407 1.40110
H3 0.87258 -1.88543 0.59121
C1 -0.27433 -0.18128 -0.26394
O1 0.76942 0.51830 -0.97869
H4 1.44214 3.14175 0.77101
C2 -0.94598 -1.04557 -1.30295
N1 1.19412 1.70126 -0.54850
H5 -1.06703 0.54889 0.11898
H6 -0.67834 -1.31200 1.48103
H7 -1.27056 -0.44873 -2.09532
C3 0.23482 -1.07849 0.93323
H8 -1.95874 -1.40040 -0.80252
H9 -0.36452 -1.97038 -1.56928
C4 0.93077 2.15134 0.64979

## Properties
- highest occupied orbital energy (Eh) = -0.3534
- HOMO-LUMO gap (eV) = 10.626
- SMILES string = C=NOC(C)C
- net charge = 0
- 2S+1 = 1

=====

--- b ---
Density functional theory data (ωB97M-V/def2-TZVPD) for one molecule with the formula C4H9NO.

Geometry (Å):
H1 0.80709 2.41438 0.69646
C1 -2.49511 -0.39894 -0.03278
H2 2.37760 -1.34071 0.16086
H3 -2.93530 0.28501 -0.76297
H4 2.52185 -0.43488 -1.33910
O1 -0.70088 1.13438 0.36128
C2 2.53930 -0.33443 -0.24778
H5 -0.52983 -0.47682 -0.92380
C3 0.65150 1.36892 0.39072
C4 -0.99966 -0.21825 0.03255
H6 3.54310 0.00420 0.04700
H7 -2.95798 -0.22342 0.94152
H8 -2.70953 -1.42651 -0.34196
H9 -0.54702 -0.87571 0.78536
N1 1.48815 0.51446 0.12434

## Properties
- highest occupied orbital energy (Eh) = -0.3105
- HOMO-LUMO gap (eV) = 9.412
- SMILES string = CCO/C=N/C
- net charge = 0
- 2S+1 = 1

=====

--- c ---
Density functional theory data (ωB97M-V/def2-TZVPD) for one molecule with the formula C4H9NO.

Geometry (Å):
H1 -2.19266 0.41408 -0.17289
N1 0.46049 0.01216 -0.16067
H2 -1.98555 -0.31822 1.42874
H3 2.42013 -0.37424 0.54965
H4 -0.18397 1.67933 1.00530
H5 2.30729 0.23682 -1.12455
C1 -0.48319 -0.96117 0.03867
H6 -2.56898 -1.31288 0.08237
H7 1.82665 -1.43880 -0.74002
C2 1.83425 -0.40960 -0.37881
H8 -0.56419 1.78507 -0.72900
H9 1.09831 1.99503 -0.17099
C3 0.17752 1.43041 -0.00176
C4 -1.89474 -0.49863 0.35068
O1 -0.20984 -2.15210 -0.01059

## Properties
- highest occupied orbital energy (Eh) = -0.3369
- HOMO-LUMO gap (eV) = 10.005
- SMILES string = CC(=O)N(C)C
- net charge = 0
- 2S+1 = 1

=====

Computed stability ranking, most favorable first: c, b, a

=====

--- a ---
Density functional theory data (ωB97M-V/def2-TZVPD) for an isolated ion of composition C6H14NO and charge -2.

Geometry (Å):
C1 0.42526 2.57409 -1.92700
C2 0.85956 1.47499 -0.94167
H1 -0.65274 2.58671 -2.10405
H2 -1.26162 1.11085 2.53647
H3 -0.19683 2.14725 0.82213
H4 0.59361 -1.46534 -1.41594
C3 -0.27664 1.31069 0.12043
H5 -2.26912 -0.09766 1.95407
H6 0.95051 2.50307 -2.88137
H7 -0.43562 -2.83344 -1.00203
H8 -1.19707 1.37704 -0.45912
H9 0.55917 3.51814 -1.38433
H10 1.79416 1.73978 -0.44683
C4 -0.28846 -0.00914 0.88702
N1 -0.75543 -1.18648 0.17319
H11 0.89140 0.46478 -1.34205
C5 -1.20833 0.09693 2.12612
H12 -0.75523 -0.63518 2.78622
C6 0.21944 -2.03782 -0.54302
O1 1.15950 -2.62680 0.21186
H13 0.68181 -0.10231 1.36995
H14 -1.26600 -1.74646 0.83865

## Properties
- highest occupied orbital energy (spin up / spin down) (Eh) = 0.1483 / 0.0023
- HOMO-LUMO gap (spin up / spin down) (eV) = 2.297 / 6.182
- net charge = -2
- 2S+1 = 2
- <S²> = 0.7507

=====

--- b ---
Density functional theory data (ωB97M-V/def2-TZVPD) for C6H14NO as an isolated structure.

Geometry (Å):
H1 -3.16055 -0.55387 0.50325
C1 -1.19995 -1.00073 0.85920
H2 -0.68641 0.67827 2.64116
C2 -0.39877 0.66403 -0.97292
H3 -1.38074 0.25965 -1.21307
C3 1.47109 0.02881 0.46061
H4 4.49664 0.06150 -1.64567
C4 0.10796 -0.41989 0.00319
C5 -1.47258 0.27914 2.01142
H5 -2.45648 0.06136 2.65544
H6 0.27756 -1.35272 -0.60946
H7 1.89451 0.39674 -0.47067
H8 2.17008 -0.74352 0.87169
H9 0.37517 0.52740 -1.79104
H10 -0.38151 -1.96207 1.37647
N1 -0.38292 2.03468 -0.52869
H11 -1.68300 1.13852 1.25099
H12 -2.42521 -2.05526 -0.53748
O1 3.68323 -0.41101 -1.88355
H13 1.13853 0.97758 0.94448
H14 -1.14853 2.53216 -0.92886
C6 -2.47392 -1.37000 0.29553

## Properties
- highest occupied orbital energy (spin up / spin down) (Eh) = 0.0500 / 0.0594
- HOMO-LUMO gap (spin up / spin down) (eV) = 4.971 / 4.190
- net charge = -2
- 2S+1 = 2
- <S²> = 0.7621

=====

Computed stability ranking, most favorable first: a, b

=====

--- a ---
Density functional theory data (ωB97M-V/def2-TZVPD) for a 2-piece molecular cluster, C6H14NO overall.

Geometry (Å):
H1 -0.24833 -3.45293 0.66609
H2 -0.72641 3.73884 1.56398
H3 -1.94076 -2.59536 -1.08884
H4 -1.50700 3.48095 -0.67242
C1 -0.24991 -2.46161 0.21621
H5 -0.32221 2.50136 -2.39474
C2 2.21475 -2.35020 0.67610
H6 0.64081 2.70348 1.14530
C3 0.90313 -1.80422 0.17919
O1 -0.84208 0.98668 -1.09852
N1 -0.52693 3.28626 -0.48000
H7 2.61658 -1.73460 1.49078
H8 -0.97458 1.99579 1.15423
H9 -2.29976 -1.95059 0.52790
H10 2.09855 -3.36733 1.06714
H11 -1.49354 -0.90925 -0.66267
H12 0.93456 2.02030 -1.21844
H13 2.98144 -2.35908 -0.10658
H14 0.89738 -0.79996 -0.24374
C4 -0.17524 2.10648 -1.35444
C5 -0.41170 2.90691 0.92428
C6 -1.56875 -1.94193 -0.29080

## Properties
- highest occupied orbital energy (spin up / spin down) (Eh) = 0.1487 / -0.0176
- HOMO-LUMO gap (spin up / spin down) (eV) = 2.410 / 6.812
- net charge = -2
- 2S+1 = 2
- <S²> = 0.7507

=====

--- b ---
Density functional theory data (ωB97M-V/def2-TZVPD) for an isolated ion of composition C6H14NO and charge -2.

Geometry (Å):
H1 -1.70420 -0.81721 -0.33428
C1 -0.81725 -1.12810 -2.19625
H2 -0.15600 -0.09328 3.25306
O1 0.01027 -1.82696 -1.52295
H3 0.78535 1.51518 1.62842
H4 1.89385 -0.76281 0.16444
H5 1.04085 -1.10691 3.18217
C2 -1.60374 -0.13880 -1.13182
H6 -0.65505 -0.56945 -3.20518
C3 1.08556 -0.20938 0.47094
H7 1.57441 0.42029 3.74921
H8 0.93007 0.22430 -1.72937
C4 0.75411 0.77088 -0.73442
H9 -1.58399 -1.85401 -2.56969
H10 -2.51703 0.05245 -1.68347
C5 -0.63239 1.01232 -0.75128
C6 0.85862 -0.01421 2.97103
H11 1.36209 1.77203 -0.71985
N1 1.22600 0.56799 1.75577
H12 -1.10471 1.23755 0.22207
H13 -0.96594 1.81631 -1.29413
H14 0.21910 -0.86817 0.47557

## Properties
- highest occupied orbital energy (spin up / spin down) (Eh) = 0.1511 / 0.0096
- HOMO-LUMO gap (spin up / spin down) (eV) = 2.601 / 6.327
- net charge = -2
- 2S+1 = 2
- <S²> = 0.7508

=====

Computed stability ranking, most favorable first: a, b